P:
{"formula": "CH3BrO2", "method": "wB97M-V/def2-TZVPD", "symbols": ["C", "O", "O", "Br", "H", "H", "H"], "positions_angstrom": [[0.24030, -0.01032, 0.04999], [1.63664, -0.23724, 0.15172], [2.36697, 0.47664, -0.63457], [3.09444, 2.72532, 0.44073], [-0.16565, -0.07678, 1.06131], [-0.19602, -0.80099, -0.56957], [0.03515, 0.96282, -0.40115]], "nbo_charge": [-0.2997, -0.0982, -0.0739, -0.1724, 0.2123, 0.2085, 0.2233], "total_charge": 0, "multiplicity": 1}

---

Q:
{"formula": "CH3BrO2", "method": "wB97M-V/def2-TZVPD", "symbols": ["C", "O", "O", "Br", "H", "H", "H"], "positions_angstrom": [[0.04393, -0.74657, -0.13472], [-0.06112, 0.08988, 0.95183], [0.36384, 1.48019, 0.68929], [-0.69712, 2.35387, -0.32940], [0.07182, -1.67040, 0.24841], [0.97738, -0.77505, -0.60052], [-0.69872, -0.73192, -0.82490]], "nbo_charge": [-0.2817, -0.2376, -0.3832, 0.3386, 0.2076, 0.1828, 0.1734], "smiles": "COOBr", "total_charge": 0, "multiplicity": 1}

---

Energy relative to the most stable one, in kcal/mol: P 16.4; Q 0.0

---

P:
{"formula": "C4H9N4O", "method": "wB97M-V/def2-TZVPD", "symbols": ["C", "C", "C", "C", "N", "O", "N", "N", "N", "H", "H", "H", "H", "H", "H", "H", "H", "H"], "positions_angstrom": [[1.36490, 0.48198, 1.10056], [0.10136, -0.26542, 0.95241], [0.26107, -1.72175, 1.38706], [-0.38737, -0.26570, -0.85083], [-0.35110, -1.30533, -1.56999], [-0.76416, -0.95069, -2.80091], [-1.08441, 0.35218, -2.78000], [-0.90524, 0.78055, -1.57805], [-1.06621, 2.03039, -1.24163], [1.33576, 1.50667, 1.68519], [1.81012, 0.57238, 0.14393], [2.00471, -0.12799, 1.66970], [-0.66323, 0.31610, 1.43536], [1.17305, -2.00510, 1.03428], [-0.55201, -2.35758, 1.09702], [0.08240, -1.79078, 2.39097], [-0.62523, 2.13672, -0.36467], [-1.73440, 2.61335, -1.71040]], "nbo_charge": [-0.6707, -0.0773, -0.6309, 0.2689, -0.0444, -0.0412, 0.1728, 0.0593, -0.5638, 0.2403, 0.2294, 0.2477, 0.2230, 0.2230, 0.2412, 0.2498, 0.4196, 0.4533], "smiles": "CC(C)c1non[n+]1N", "total_charge": 1, "multiplicity": 1}

---

Q:
{"formula": "C4H9N4O", "method": "wB97M-V/def2-TZVPD", "symbols": ["C", "C", "C", "C", "N", "N", "N", "N", "O", "H", "H", "H", "H", "H", "H", "H", "H", "H"], "positions_angstrom": [[-0.84164, 1.57779, -0.96462], [2.04006, -1.08136, -0.13707], [0.72286, -1.37936, 0.38008], [-1.26043, -1.98384, 1.34800], [-0.40039, 2.49817, -0.37165], [-0.50821, -1.11831, 0.42005], [-1.50482, 0.63177, -1.49582], [0.55304, 3.43286, -0.44448], [1.73742, -1.91913, 1.02232], [2.52595, -1.40089, -1.07382], [2.40907, -0.20001, 0.12694], [-2.14012, -1.42600, 1.48966], [-1.53411, -2.91676, 0.95552], [-0.56651, -2.06864, 2.36358], [-1.22830, -0.25403, -0.92125], [-2.26985, 0.79591, -2.11946], [1.34589, 3.26432, -1.07517], [0.92009, 3.54751, 0.49718]], "nbo_charge": [0.6657, -0.1463, 0.5873, -0.4243, -0.1501, -0.5578, -0.7639, -0.5693, -0.3975, 0.2210, 0.1789, 0.2079, 0.2188, 0.2065, 0.4815, 0.4552, 0.3881, 0.3983], "total_charge": 1, "multiplicity": 1}

---

Energy relative to the most stable one, in kcal/mol: P 39.5; Q 0.0

---

P:
{"formula": "CN2O3S", "method": "wB97M-V/def2-TZVPD", "symbols": ["O", "N", "C", "S", "N", "O", "O"], "positions_angstrom": [[0.86474, -1.01500, -1.50235], [-0.16765, -0.32204, -1.38278], [-0.57327, 0.31574, -0.34719], [-1.68805, 1.49981, -0.11075], [0.34200, -0.06959, 0.84464], [1.12650, -0.91979, 0.62761], [0.09573, 0.51088, 1.87081]], "nbo_charge": [-0.0957, 0.0914, -0.1164, 0.2456, 0.5068, -0.2941, -0.3376], "smiles": "O=NC(=S)[N+](=O)[O-]", "total_charge": 0, "multiplicity": 1}

---

Q:
{"formula": "CN2O3S", "method": "wB97M-V/def2-TZVPD", "symbols": ["C", "N", "N", "O", "O", "O", "S"], "positions_angstrom": [[1.28402, -0.11618, 0.11600], [-0.93318, 1.38667, -0.75684], [0.30231, -0.97817, 0.24061], [-1.41322, 1.30450, 0.28229], [0.20366, -1.90514, -0.56231], [-0.59792, -0.64511, 1.09138], [2.44648, 0.88873, -0.09887]], "nbo_charge": [0.0613, 0.2000, 0.3049, -0.1235, -0.3944, -0.3865, 0.3382], "total_charge": 0, "multiplicity": 1}

---

Energy relative to the most stable one, in kcal/mol: P 0.0; Q 21.4

---

P:
{"formula": "CH12NO4", "method": "wB97M-V/def2-TZVPD", "symbols": ["C", "N", "H", "H", "H", "H", "H", "H", "O", "H", "H", "O", "H", "H", "O", "H", "H", "O"], "positions_angstrom": [[-0.00286, 0.53234, -1.91679], [0.01051, 0.50085, -0.62793], [-0.71393, -0.00023, -2.54420], [0.78520, 1.18004, -2.30278], [0.23192, -0.50008, -0.18303], [0.60424, 1.17918, -0.12762], [1.21514, 3.65096, 0.72732], [1.78852, 2.36428, 1.28177], [1.11543, 2.68755, 0.69287], [0.78961, -1.71662, 1.63854], [1.91863, -1.64123, 0.60913], [0.99791, -1.40743, 0.72894], [-3.45022, 1.37088, -2.68290], [-3.63618, 0.09971, -3.36600], [-3.21694, 0.44843, -2.56950], [0.52431, -2.45378, 3.93789], [1.44518, -3.39922, 3.49819], [0.99047, -2.65197, 3.09869]], "nbo_charge": [0.1595, -0.6542, 0.2430, 0.1967, 0.4787, 0.4366, 0.5067, 0.4857, -0.9654, 0.5380, 0.5018, -0.9581, 0.4737, 0.4783, -0.9467, 0.4904, 0.4964, -0.9610], "total_charge": 1, "multiplicity": 1}

---

Q:
{"formula": "CH12NO4", "method": "wB97M-V/def2-TZVPD", "symbols": ["C", "N", "H", "H", "H", "H", "H", "H", "O", "H", "H", "O", "H", "H", "O", "H", "H", "O"], "positions_angstrom": [[2.76297, -1.45398, -0.16410], [1.88422, -1.95951, 0.60582], [3.63687, -2.01076, -0.48248], [2.45588, -0.59861, -0.75019], [1.02353, -1.41063, 0.76590], [2.10280, -2.71614, 1.24820], [-4.21440, 0.16780, 1.70343], [-4.08457, -1.30368, 1.79970], [-3.61795, -0.50042, 2.06290], [-1.47215, -1.14183, 1.56336], [-1.29285, -0.48806, 0.22752], [-0.88203, -1.15157, 0.79355], [1.44094, 1.85955, -1.03650], [2.49471, 2.10076, 0.01358], [1.84807, 1.43779, -0.27025], [-2.05896, 2.81517, -2.94462], [-0.73686, 3.51567, -2.77223], [-1.29020, 2.83845, -2.36357]], "nbo_charge": [0.1454, -0.5735, 0.2228, 0.2525, 0.4788, 0.4359, 0.4819, 0.4760, -0.9546, 0.5131, 0.4959, -0.9852, 0.4905, 0.4880, -0.9681, 0.4779, 0.4715, -0.9490], "total_charge": 1, "multiplicity": 1}

---

Energy relative to the most stable one, in kcal/mol: P 15.5; Q 0.0

---

P:
{"formula": "CH3NOP2", "method": "wB97M-V/def2-TZVPD", "symbols": ["N", "P", "P", "C", "O", "H", "H", "H"], "positions_angstrom": [[1.03453, 2.30731, -0.88137], [1.29038, 0.88666, -0.41074], [0.31123, -0.90703, 1.03573], [-1.44469, -0.41394, 0.45063], [-2.44022, -1.07778, 0.54777], [2.50342, 0.15336, -0.39309], [0.26435, -1.44525, -0.26393], [-1.51900, 0.49667, -0.08500]], "nbo_charge": [-0.8661, 0.9137, 0.1857, 0.1908, -0.4964, -0.0622, -0.0017, 0.1362], "smiles": "N#[PH]PC=O", "total_charge": 0, "multiplicity": 1}

---

Q:
{"formula": "CH3NOP2", "method": "wB97M-V/def2-TZVPD", "symbols": ["C", "N", "O", "P", "P", "H", "H", "H"], "positions_angstrom": [[1.45366, 0.11983, -0.92160], [-1.41035, -0.06140, 0.56631], [2.01080, 0.46533, 0.06028], [-1.09268, -1.58807, 0.70909], [-0.69624, 0.93367, -0.62536], [1.95441, -0.29002, -1.84648], [-1.88023, -1.64822, 1.85242], [-0.33937, 2.06887, 0.20534]], "nbo_charge": [0.2625, -1.1483, -0.5028, 0.7860, 0.5674, 0.1475, -0.0884, -0.0239], "total_charge": 0, "multiplicity": 1}

---

Energy relative to the most stable one, in kcal/mol: P 26.6; Q 0.0

---

P:
{"formula": "C3H9O2P", "method": "wB97M-V/def2-TZVPD", "symbols": ["C", "C", "C", "P", "O", "O", "H", "H", "H", "H", "H", "H", "H", "H", "H"], "positions_angstrom": [[1.52281, -1.09768, -0.21054], [0.44048, -0.03009, -0.35668], [0.76993, 1.22727, 0.46891], [-1.35749, -0.87403, 0.36131], [-2.41957, -0.20917, -0.72892], [-2.97635, 0.95275, -0.17213], [1.76906, -1.27125, 0.80249], [1.13540, -2.01343, -0.42706], [2.57869, -0.73425, -0.56853], [0.28765, 0.39033, -1.29230], [1.70789, 1.78316, 0.06545], [0.97304, 0.90928, 1.50986], [0.01936, 1.86136, 0.33233], [-1.36608, -1.85024, -0.63610], [-3.08485, 0.95599, 0.85191]], "nbo_charge": [-0.6417, -0.3826, -0.6079, 0.7732, -0.5113, -0.4708, 0.2032, 0.2102, 0.2212, 0.2072, 0.1995, 0.1984, 0.2029, -0.0545, 0.4530], "smiles": "CC(C)POO", "total_charge": 0, "multiplicity": 1}

---

Q:
{"formula": "C3H9O2P", "method": "wB97M-V/def2-TZVPD", "symbols": ["C", "C", "C", "O", "O", "P", "H", "H", "H", "H", "H", "H", "H", "H", "H"], "positions_angstrom": [[-0.85232, -1.20360, 0.00135], [0.34516, 1.01343, -1.23906], [0.73045, 0.77493, 1.54589], [1.89602, -1.11224, -0.23010], [2.92073, -0.14956, -0.11018], [0.66209, -0.25889, 0.02852], [-0.57836, -2.18221, -0.41386], [-1.19941, -1.56932, 0.99357], [0.85675, 1.96897, -1.04596], [0.64986, 0.57136, -2.33853], [-0.75206, 1.30905, -1.30658], [1.28871, 0.20124, 2.28218], [1.18817, 1.66098, 1.19650], [-0.32409, 0.92722, 1.79386], [-1.50726, -0.76435, -0.63932]], "nbo_charge": [-1.0259, -1.0221, -0.9496, -0.6006, -0.6208, 1.9190, 0.2710, 0.2653, 0.2615, 0.2715, 0.2378, 0.2654, 0.2549, 0.2251, 0.2474], "total_charge": 0, "multiplicity": 1}

---

Energy relative to the most stable one, in kcal/mol: P 21.7; Q 0.0